Record 1
Formula: C5H8Cl4F3NaO3S
Source: OMol25
Level of theory: the ωB97M-V functional and the def2-TZVPD basis

Values from the calculation:
Total charge: 0
LUMO, eV: -1.147
ΔE to the lowest compared entry with this formula, charge and spin, kJ/mol: 145.2

Structure (XYZ):
```
25
C5H8Cl4F3NaO3S (the ωB97M-V functional and the def2-TZVPD basis)
Na -1.8618 -0.4241 1.4082
C -1.9469 -4.5773 0.0293
F -3.1881 -4.7066 -0.4308
F -2.0083 -4.1900 1.3461
F -1.2544 -5.6786 -0.2161
S -0.9714 -3.0911 -0.9715
O -1.4234 -1.8202 -0.4095
O 0.4575 -3.3355 -0.7347
O -1.3902 -3.2513 -2.3521
Cl 1.0058 -0.1027 0.8366
C 2.5391 -0.6552 0.0628
C 2.6026 -0.0825 -1.3566
Cl 2.4661 1.6892 -1.4593
H 2.5307 -1.7447 0.0947
H 3.3542 -0.3225 0.7054
H 1.7947 -0.4540 -1.9871
H 3.5167 -0.4387 -1.8315
Cl -0.1150 6.1393 1.5320
C -0.8537 4.7770 0.6085
C -0.7163 3.3823 1.1855
Cl -1.6160 2.1924 0.3466
H -0.3721 5.0013 -0.3433
H -1.8682 5.1351 0.4331
H -1.0340 3.3711 2.2281
H 0.3524 3.1873 1.2754
```

=====

Record 2
Formula: C5H8ClEuFO2
Source: OMol25
Level of theory: the ωB97M-V functional and the def2-TZVPD basis

Values from the calculation:
Total charge: +3
Spin multiplicity: 7
LUMO (alpha / beta), eV: -12.616 / -17.082

Structure (XYZ):
```
18
C5H8ClEuFO2 (the ωB97M-V functional and the def2-TZVPD basis)
C -0.5913 1.0294 1.5321
C -0.8937 -0.4047 0.7964
C 0.4121 -1.1491 0.1939
Cl -0.0626 -2.8608 -0.1524
C 1.0126 -0.5387 -1.1271
F 2.3347 -0.6658 -0.9958
O 0.7911 0.8797 -1.3585
C -0.2241 1.1843 -2.0795
O -0.7263 0.5047 -2.9548
H 0.4532 1.0836 1.9900
H -0.6709 1.8364 0.8041
H -1.3550 1.2562 2.2858
H -1.6501 -0.3285 0.0130
H -1.3385 -1.0794 1.5993
H 1.2374 -1.2451 0.9958
H 0.7308 -1.1854 -1.9711
H -0.6644 2.2014 -1.9352
Eu 1.2050 -0.5180 2.3641
```

=====

Record 3
Formula: C5H8ClN2O
Source: OMol25
Level of theory: the ωB97M-V functional and the def2-TZVPD basis

Values from the calculation:
Total charge: +1
LUMO, eV: -5.181
ΔE to the lowest compared entry with this formula, charge and spin, kJ/mol: 109.9

Structure (XYZ):
```
17
C5H8ClN2O (the ωB97M-V functional and the def2-TZVPD basis)
C 0.3159 -2.0806 -0.8304
C 0.2167 -0.7590 -0.2118
N 0.2360 0.3659 -0.8861
C -0.3408 1.6483 -0.4716
O -1.2066 1.9992 -1.3997
Cl 1.1479 2.7207 -0.3889
C -1.0012 1.5789 0.8708
C -0.6590 0.3239 1.6184
N -0.1413 -0.7147 1.1162
H 0.9614 -2.7586 -0.2245
H 0.5324 -2.0523 -2.0069
H -0.7249 -2.4815 -0.6953
H 0.7540 0.5732 -1.7374
H -0.8410 2.4983 -2.2341
H -2.0679 1.5288 0.7721
H -0.7777 2.4095 1.6323
H -0.7657 0.1021 2.7029
```

=====

Record 4
Formula: C5H8ClN2O
Source: OMol25
Level of theory: the ωB97M-V functional and the def2-TZVPD basis

Values from the calculation:
Total charge: +1
LUMO, eV: -5.738
ΔE to the lowest compared entry with this formula, charge and spin, kJ/mol: 222.0

Structure (XYZ):
```
17
C5H8ClN2O (the ωB97M-V functional and the def2-TZVPD basis)
C -0.5399 -0.3472 -1.3314
C 2.3640 -0.9419 0.7726
C -0.0952 0.0950 0.7791
C 1.2195 -0.3240 0.1202
C -2.4177 0.7382 0.0823
N -1.1461 0.1081 -0.2709
N 0.7691 -0.6338 -1.1746
O 3.1645 -1.6511 0.2206
Cl 2.3072 1.6803 -0.0183
H -1.0811 -0.6360 -2.2116
H 2.4337 -0.5970 1.8577
H -0.3252 -0.6562 1.5766
H -0.0595 1.1327 1.2061
H -2.8642 0.1746 0.9112
H -1.9660 1.5801 0.4653
H -3.0201 0.8020 -0.8856
H 1.2569 -0.5239 -2.0991
```

=====

Record 5
Formula: C5H8ClN3O
Source: OMol25
Level of theory: the ωB97M-V functional and the def2-TZVPD basis

Values from the calculation:
Total charge: 0
LUMO (alpha / beta), eV: -0.613 / -0.612
ΔE to the lowest compared entry with this formula, charge and spin, kJ/mol: 329.1

Structure (XYZ):
```
18
C5H8ClN3O (the ωB97M-V functional and the def2-TZVPD basis)
C 2.2230 1.1128 -1.6595
C 1.7036 2.3418 -1.7761
C 1.6624 -0.0807 -1.2853
C -0.6208 -0.6856 -0.8260
C -1.7363 -1.0790 -0.0110
N 0.4389 -0.2102 -0.9081
N 0.3930 2.6214 -1.7031
N -1.7456 -1.8606 3.2165
O -0.0052 3.7913 -1.7679
Cl 2.5272 -1.6196 -1.0487
H 3.3685 1.1258 -1.8401
H 2.4493 3.1166 -1.9233
H -2.6501 -1.1052 -0.5257
H -1.8209 -0.3116 0.7533
H -1.5433 -2.0554 0.6280
H -0.7653 -1.5515 3.0250
H -1.6791 -2.4944 4.0040
H -2.1994 -1.0562 3.6479
```

=====

Record 6
Formula: C5H8ClN3O
Source: OMol25
Level of theory: the ωB97M-V functional and the def2-TZVPD basis

Values from the calculation:
Total charge: 0
LUMO (alpha / beta), eV: -0.311 / -0.311
ΔE to the lowest compared entry with this formula, charge and spin, kJ/mol: 354.2

Structure (XYZ):
```
18
C5H8ClN3O (the ωB97M-V functional and the def2-TZVPD basis)
C 1.2902 0.3285 -2.1240
C 0.2310 -0.5663 -1.8031
C 1.3843 1.6934 -1.8723
C -0.5506 2.5823 -0.7677
C -1.8768 2.6794 -0.1339
N 0.3984 2.4365 -1.4045
N -0.8390 -0.0761 -1.1120
N 0.8336 -2.7135 1.0340
O -1.8259 -0.7406 -0.6877
Cl 2.8422 2.5720 -2.4456
H 2.1147 -0.1791 -2.4387
H 0.3803 -1.5769 -1.9312
H -2.4573 1.8572 -0.2733
H -2.2407 3.4130 -0.7761
H -1.8624 2.9958 0.9122
H 0.2263 -2.1787 0.4100
H 0.2995 -3.0097 1.7239
H 1.3686 -3.4853 0.6127
```

=====

Record 7
Formula: C5H8ClNO3S
Source: OMol25
Level of theory: the ωB97M-V functional and the def2-TZVPD basis

Values from the calculation:
Total charge: 0
LUMO, eV: -0.444
ΔE to the lowest compared entry with this formula, charge and spin, kJ/mol: 366.5

Structure (XYZ):
```
19
C5H8ClNO3S (the ωB97M-V functional and the def2-TZVPD basis)
C 1.7509 -0.4267 -0.4031
C 1.0661 -1.4443 -0.0230
C -0.4275 0.7905 -0.8494
C 1.4360 -2.6709 0.7909
C -0.6267 2.1655 -0.4515
N -0.9357 -0.0701 -0.0136
O 2.5672 1.7680 0.7985
O 3.4083 1.2855 -1.3859
O -0.4650 -1.3985 -0.0602
S 2.9028 0.7645 -0.1836
Cl 4.4850 -0.4301 0.4944
H -0.4458 0.5265 -1.8891
H 0.7503 -3.4465 0.5295
H 1.2662 -2.5561 1.8802
H 2.5271 -2.9195 0.6543
H -1.1804 2.1040 0.4938
H -1.1842 2.7417 -1.2330
H 0.2583 2.7364 -0.2326
H -1.0059 0.1354 0.9551
```

=====

Record 8
Formula: C5H8ClNS
Source: OMol25
Level of theory: the ωB97M-V functional and the def2-TZVPD basis

Values from the calculation:
Total charge: 0
LUMO (alpha / beta), eV: -2.734 / -2.705
ΔE to the lowest compared entry with this formula, charge and spin, kJ/mol: 437.4

Structure (XYZ):
```
16
C5H8ClNS (the ωB97M-V functional and the def2-TZVPD basis)
C -0.4065 0.1040 -1.0254
C -1.6354 -0.4966 -0.9623
C 0.1955 -0.0942 1.3497
C 0.2445 0.6013 -2.2848
C 1.4187 -0.1847 2.2071
N 0.4034 0.2404 -0.0342
S -0.8692 -1.5048 1.7522
Cl -2.6996 -0.4321 -2.3226
H -2.1482 -0.7256 -0.0168
H -0.4989 0.7309 1.5478
H 1.0051 1.3371 -1.9883
H -0.5412 1.2671 -2.7994
H 0.8788 -0.2124 -2.7337
H 0.9934 -0.3064 3.2567
H 1.7758 0.8524 2.1015
H 1.8838 -1.1765 1.9525
```

=====

Record 9
Formula: C5H8ClNS
Source: OMol25
Level of theory: the ωB97M-V functional and the def2-TZVPD basis

Values from the calculation:
Total charge: 0
LUMO, eV: 0.869
ΔE to the lowest compared entry with this formula, charge and spin, kJ/mol: 91.2

Structure (XYZ):
```
16
C5H8ClNS (the ωB97M-V functional and the def2-TZVPD basis)
S -0.5192 -2.6026 -0.4839
C 0.0530 -0.9194 -0.1578
C 0.3809 0.1138 -1.2821
C 0.0751 1.4613 -0.6012
N -0.8115 1.2149 0.4971
C -0.5894 -0.1177 0.9510
C 0.8100 -0.6626 1.1121
Cl 1.0045 -1.8721 2.3655
H -1.7431 -2.3432 -0.8325
H 1.3768 0.1038 -1.7169
H -0.3343 -0.0886 -2.1527
H -0.2624 2.2768 -1.2441
H 1.0188 1.9245 -0.2332
H -0.7312 1.9259 1.2037
H -1.3810 -0.4563 1.5842
H 1.6529 0.0414 0.9908
```

=====

Record 10
Formula: C5H8ClOPS
Source: OMol25
Level of theory: the ωB97M-V functional and the def2-TZVPD basis

Values from the calculation:
Total charge: 0
LUMO, eV: 0.562
ΔE to the lowest compared entry with this formula, charge and spin, kJ/mol: 1.0

Structure (XYZ):
```
17
C5H8ClOPS (the ωB97M-V functional and the def2-TZVPD basis)
C -0.4440 1.0352 -0.6191
C 0.0905 0.3582 0.6227
C 0.3549 -0.9403 0.8484
C 0.2224 -2.0128 -0.1858
O 0.7154 -1.2745 2.1701
P 0.4703 0.0392 3.2176
S 1.7135 0.5103 4.5890
Cl -1.4534 -0.1911 3.6612
C 0.3523 1.2005 1.8114
H -0.0762 0.6747 -1.5073
H -0.1309 2.0901 -0.4824
H -1.4964 0.8727 -0.6304
H 1.2122 -2.0393 -0.7492
H -0.5576 -1.7825 -0.9676
H 0.0055 -3.0062 0.2636
H 1.3993 1.5974 1.8465
H -0.2935 2.0893 1.7147
```

=====

E readings, ordered: -3121.92566, -1614.62025, -839.97816, -839.93550, -894.82106, -894.81150, -1333.96837, -1108.27250, -1108.40437, -1470.33161 a.u.